Density functional theory data (ωB97M-V with the def2-TZVPD basis set) for a 7-piece molecular cluster, C25H70N6O7 overall in a non-equilibrium geometry.

Calculated values
DFT total energy = -1849.51705 Eh
SMILES string = COC[C@H](C)N.COC[C@H](C)N.COC[C@H](C)N.COC[C@H](C)N.COC[C@H](C)N.COC[C@H](C)N.CO
Energy relative to the best compared isomer or geometry (same formula, charge and spin) = 63.33 kcal/mol

Positions of all 108 atoms, in Å:
C -23.339 -5.556 -5.739
O -24.100 -4.577 -5.062
C -24.973 -5.057 -4.118
C -25.781 -3.937 -3.575
C -24.994 -2.812 -2.961
N -26.689 -4.666 -2.690
H -23.959 -6.255 -6.257
H -22.671 -6.081 -5.024
H -22.697 -5.074 -6.461
H -25.620 -5.820 -4.520
H -24.448 -5.642 -3.330
H -26.402 -3.566 -4.419
H -25.666 -2.027 -2.688
H -24.225 -2.446 -3.587
H -24.499 -3.192 -2.108
H -27.550 -4.204 -2.631
H -26.315 -4.683 -1.740
C -21.936 -0.540 -15.623
O -21.574 0.607 -14.783
C -22.612 1.092 -13.987
C -22.186 2.501 -13.591
C -23.156 2.945 -12.441
N -22.089 3.462 -14.675
H -20.907 -0.767 -15.955
H -22.562 -0.318 -16.493
H -22.380 -1.343 -15.016
H -23.518 1.173 -14.649
H -22.784 0.335 -13.164
H -21.171 2.357 -13.227
H -23.104 4.058 -12.352
H -22.865 2.397 -11.527
H -24.201 2.592 -12.625
H -22.939 3.762 -15.118
H -21.560 2.908 -15.366
C -18.565 -0.619 -5.679
O -19.320 -1.724 -5.369
C -19.451 -2.603 -6.482
C -20.436 -2.119 -7.523
C -21.810 -2.145 -6.944
N -20.366 -2.917 -8.725
H -18.896 0.172 -5.038
H -18.655 -0.349 -6.756
H -17.527 -0.774 -5.479
H -18.443 -2.805 -6.901
H -19.810 -3.579 -6.063
H -20.182 -1.110 -7.810
H -22.546 -2.004 -7.709
H -21.915 -1.376 -6.206
H -22.134 -3.079 -6.489
H -20.459 -3.875 -8.448
H -19.419 -2.833 -9.116
C -18.488 1.881 -14.536
O -18.374 1.281 -13.235
C -18.693 -0.103 -13.403
C -18.285 -0.803 -12.064
C -18.403 -2.301 -12.157
N -19.015 -0.318 -10.915
H -17.753 1.376 -15.220
H -18.167 2.900 -14.423
H -19.544 1.810 -14.904
H -19.733 -0.194 -13.639
H -18.005 -0.555 -14.166
H -17.201 -0.732 -11.867
H -17.606 -2.764 -11.482
H -18.206 -2.622 -13.167
H -19.431 -2.678 -11.854
H -19.010 0.705 -10.942
H -19.939 -0.707 -10.867
C -21.449 -9.771 -11.499
O -20.735 -8.889 -10.700
C -20.374 -7.641 -11.272
C -20.011 -6.657 -10.269
C -18.652 -7.045 -9.521
N -21.040 -6.350 -9.209
H -20.793 -10.461 -12.037
H -22.026 -9.275 -12.326
H -22.265 -10.213 -10.923
H -19.422 -7.709 -11.831
H -21.151 -7.345 -11.989
H -19.903 -5.770 -10.915
H -17.843 -7.121 -10.119
H -18.789 -7.988 -9.043
H -18.494 -6.284 -8.706
H -21.816 -5.869 -9.655
H -21.345 -7.150 -8.668
C -26.310 0.410 -13.168
O -25.892 -0.920 -12.953
C -25.699 -1.732 -14.116
C -26.859 -2.628 -14.535
C -27.468 -3.417 -13.445
N -26.223 -3.499 -15.543
H -25.681 0.980 -13.840
H -26.275 0.827 -12.160
H -27.350 0.574 -13.498
H -25.493 -1.016 -14.902
H -24.848 -2.386 -13.838
H -27.583 -1.883 -14.879
H -27.852 -4.351 -13.810
H -28.340 -2.879 -13.011
H -26.767 -3.627 -12.654
H -26.830 -4.262 -15.850
H -26.036 -2.902 -16.355
C -22.680 -1.433 -10.634
O -21.809 -2.505 -10.960
H -23.560 -1.788 -10.078
H -22.180 -0.649 -10.056
H -23.154 -0.947 -11.508
H -21.292 -2.730 -10.146

=====

Density functional theory data (ωB97M-V with the def2-TZVPD basis set) for a 7-piece molecular cluster, C26H46ClI2NO19P overall in a non-equilibrium geometry.

Calculated values
DFT total energy = -3899.31286 Eh
Energy relative to the best compared isomer or geometry (same formula, charge and spin) = 34.70 kcal/mol
Total charge = +1

Positions of all 96 atoms, in Å:
C 2.288 1.395 -1.466
C 2.748 0.253 -2.469
I 4.797 -0.292 -1.827
C 1.883 -1.091 -2.380
I 2.474 -2.093 -0.519
C 0.338 -0.884 -2.361
C -0.487 -2.035 -1.935
C -1.953 -1.941 -1.873
C -2.573 -0.659 -2.233
C -1.705 0.429 -2.620
P -2.439 2.117 -3.046
O -2.818 2.759 -1.524
Cl -0.925 3.375 -3.782
N -0.324 0.268 -2.685
H 3.118 1.772 -0.822
H 1.828 2.237 -2.061
H 1.465 1.015 -0.792
H 2.882 0.653 -3.506
H 2.181 -1.737 -3.251
H -0.024 -3.006 -1.636
H -2.583 -2.797 -1.551
H -3.675 -0.510 -2.217
H -2.319 2.230 -0.861
H 0.229 1.073 -2.994
C -9.638 3.130 -2.731
O -8.466 2.885 -3.512
C -7.360 3.466 -3.042
O -7.284 4.148 -2.054
O -6.341 3.156 -3.864
C -5.090 3.717 -3.474
H -10.466 2.611 -3.209
H -9.517 2.737 -1.722
H -9.866 4.196 -2.704
H -4.794 3.348 -2.494
H -5.137 4.808 -3.477
H -4.347 3.404 -4.204
C 5.061 0.054 5.995
O 4.887 0.419 4.624
C 5.253 -0.528 3.754
O 5.696 -1.612 4.032
O 5.040 -0.059 2.516
C 5.390 -0.972 1.476
H 4.734 0.892 6.607
H 4.451 -0.814 6.242
H 6.112 -0.141 6.211
H 4.791 -1.882 1.545
H 6.454 -1.210 1.510
H 5.173 -0.481 0.520
C -9.475 0.466 -9.592
O -8.551 1.489 -9.222
C -8.299 1.552 -7.909
O -8.774 0.840 -7.062
O -7.426 2.545 -7.702
C -7.063 2.729 -6.331
H -9.601 0.512 -10.672
H -9.086 -0.518 -9.329
H -10.445 0.634 -9.122
H -6.578 1.835 -5.940
H -7.934 2.986 -5.735
H -6.356 3.555 -6.286
C 10.427 -0.078 0.245
O 10.706 -1.216 -0.570
C 9.691 -2.077 -0.679
O 8.607 -1.964 -0.161
O 10.085 -3.086 -1.461
C 9.093 -4.091 -1.668
H 11.320 0.544 0.258
H 9.605 0.503 -0.174
H 10.201 -0.383 1.268
H 8.217 -3.671 -2.164
H 8.814 -4.557 -0.722
H 9.526 -4.852 -2.315
C 3.044 -2.178 11.907
O 2.869 -1.814 10.537
C 3.235 -2.762 9.667
O 3.679 -3.845 9.945
O 3.020 -2.295 8.429
C 3.369 -3.209 7.391
H 2.716 -1.336 12.515
H 2.433 -3.046 12.156
H 4.095 -2.373 12.122
H 2.772 -4.119 7.460
H 4.434 -3.444 7.427
H 3.155 -2.727 6.438
C -5.002 -0.753 2.057
O -3.831 -0.688 2.871
C -2.886 0.135 2.414
O -2.949 0.797 1.402
O -1.856 0.099 3.264
C -0.770 0.943 2.892
H -5.693 -1.449 2.528
H -5.482 0.224 1.994
H -4.758 -1.126 1.061
H -1.086 1.987 2.866
H -0.364 0.639 1.927
H 0.009 0.838 3.644

=====

Density functional theory data (ωB97M-V with the def2-TZVPD basis set) for the molecule C3H4N2O.

Calculated values
DFT total energy = -301.41751 Eh
Energy relative to the best compared isomer or geometry (same formula, charge and spin) = 43.75 kcal/mol

Positions of all 10 atoms, in Å:
O -1.733 -1.061 -0.116
C -0.575 -0.368 -0.070
C -0.248 0.941 -0.008
N 1.160 0.941 0.024
C 1.721 -0.299 0.019
N 0.606 -1.082 -0.083
H -2.472 -0.443 -0.140
H -0.860 1.830 -0.082
H 1.702 1.656 0.474
H 0.649 -2.085 -0.017

=====

Density functional theory data (ωB97M-V with the def2-TZVPD basis set) for C6H4N2O5STl as an isolated structure in a non-equilibrium geometry.

Calculated values
DFT total energy = -1286.08131 Eh
Energy relative to the best compared isomer or geometry (same formula, charge and spin) = 10.84 kcal/mol
Total charge = +3

Positions of all 19 atoms, in Å:
O 2.950 -3.549 -0.691
C 2.065 -2.869 -0.743
Tl 0.319 -1.683 -0.950
O -1.809 -3.121 -3.144
C -1.120 -2.623 -2.411
C -2.033 0.111 -1.096
O -2.815 0.910 -1.008
C 0.827 -0.146 -2.497
O 1.095 0.631 -3.315
C -1.028 -2.315 0.724
O -1.725 -2.667 1.582
N -0.649 2.820 1.525
C 0.360 1.917 1.498
N 1.497 1.969 2.188
S 0.288 0.475 0.485
H -0.581 3.632 2.111
H -1.440 2.618 0.934
H 2.088 1.178 1.996
H 1.710 2.713 2.812